ORCA calculation (wB97M-V/def2-TZVPD) on a cluster of 2 separate species, C5H4ClNO2S in total in a non-equilibrium geometry.

CARTESIAN COORDINATES (ANGSTROEM)
C: 1.62 0.79 -0.41
C: 1.11 2.02 -0.57
C: 0.50 -0.05 0.16
C: -0.21 1.92 0.01
C: -2.86 -1.18 0.33
N: -0.61 0.68 0.31
O: -1.04 4.34 -0.69
O: -3.70 -0.34 0.24
S: -1.41 3.19 0.10
Cl: -3.41 -2.89 0.27
H: 2.52 0.38 -0.83
H: 1.48 3.03 -1.00
H: 0.43 -1.14 0.34
H: -1.84 -0.92 0.44

As for the LUMO energy (spin up / spin down): 0.69 / -3.16 eV. Its spin multiplicity is 3. Its largest force on an atom is 0.0701 Eh/bohr. The HOMO energy (spin up / spin down) is -8.323 / -10.604 eV.